Model w:
Molecular formula: CH2F2N2
Method: DFT, the ωB97M-V functional and the def2-TZVPD basis

The value obtained for the HOMO-LUMO gap (alpha / beta) is 0.3477 / 0.3430 Ha. The total charge is 0.

XYZ file:
```
7
CH2F2N2 | OMol25 | the ωB97M-V functional and the def2-TZVPD basis
C -2.197 0.023 0.183
N -0.985 -0.293 0.271
N 1.113 0.206 -0.277
F -3.225 -0.832 -0.310
F -2.667 1.174 0.011
H -0.509 -1.221 0.340
H 0.916 1.213 -0.619
```

Model x:
Molecular formula: CH2F2N2
Method: DFT, the ωB97M-V functional and the def2-TZVPD basis

The value obtained for the HOMO-LUMO gap is 0.3679 Ha. The total charge is 0. As for the SMILES: N/C(F)=N/F.

XYZ file:
```
7
CH2F2N2 | OMol25 | the ωB97M-V functional and the def2-TZVPD basis
C 0.070 0.211 0.001
N 0.103 0.529 1.354
N -0.502 -0.852 -0.565
F 0.668 1.026 -0.870
F 0.700 1.753 1.574
H -0.837 -1.604 0.013
H -0.202 -1.063 -1.507
```

Stability ranking, top and bottom: model x is the most stable and model w is the least stable.

Model w:
Molecular formula: C4H9N3O2
Method: DFT, the ωB97M-V functional and the def2-TZVPD basis

The value obtained for the HOMO-LUMO gap is 0.2921 Ha. The total charge is 0. As for the SMILES: CNN(C)/C(C=O)=N/O.

XYZ file:
```
18
C4H9N3O2 | OMol25 | the ωB97M-V functional and the def2-TZVPD basis
C 1.718 1.708 -0.334
C -1.642 0.603 -0.762
C 0.059 -0.854 0.143
C -0.713 -2.025 -0.324
H 2.658 1.002 0.022
H 1.491 1.301 -1.404
H 1.772 2.976 -0.009
H -0.065 1.429 1.088
H -2.064 0.515 0.367
H -1.731 1.700 -1.070
H -2.174 0.031 -1.640
H -0.208 -3.078 0.099
H 1.485 -2.187 2.438
N 0.245 1.410 0.049
N -0.306 0.327 -0.619
N 0.813 -0.846 1.137
O -1.980 -1.902 -0.942
O 0.643 -2.112 1.764
```

Model x:
Molecular formula: C4H9N3O2
Method: DFT, the ωB97M-V functional and the def2-TZVPD basis

The value obtained for the HOMO-LUMO gap is 0.3050 Ha. The total charge is 0. As for the SMILES: CO/C(N)=C(/N)C(N)=O.

XYZ file:
```
18
C4H9N3O2 | OMol25 | the ωB97M-V functional and the def2-TZVPD basis
C -0.927 1.899 -0.547
C -0.845 -0.419 0.316
C 1.453 0.161 -0.078
C 0.376 -0.898 -0.014
N -2.036 -1.047 0.150
N 2.040 0.474 1.124
N 0.686 -2.202 -0.335
O -0.776 1.050 0.584
O 1.999 0.385 -1.157
H -2.085 -1.932 0.648
H -2.821 -0.422 0.324
H 1.536 0.343 1.990
H 2.844 1.083 1.085
H 1.564 -2.244 -0.850
H -0.106 -2.699 -0.733
H -1.528 2.767 -0.256
H 0.045 2.296 -0.858
H -1.420 1.403 -1.393
```

Model y:
Molecular formula: C4H9N3O2
Method: DFT, the ωB97M-V functional and the def2-TZVPD basis

The value obtained for the HOMO-LUMO gap is 0.2924 Ha. The total charge is 0.

XYZ file:
```
18
C4H9N3O2 | OMol25 | the ωB97M-V functional and the def2-TZVPD basis
C 0.920 -1.389 0.758
C -0.559 -1.373 0.713
C 0.041 0.872 -0.142
C 0.272 -0.559 -0.390
N -0.923 1.492 -0.876
N 1.016 1.659 0.390
N 0.363 -1.078 -1.711
O -0.821 0.143 1.646
O -1.502 -2.140 0.685
H -1.786 0.197 1.633
H 1.606 1.176 1.051
H -1.643 0.902 -1.264
H -1.113 2.467 -0.708
H 0.740 2.570 0.728
H -0.516 -1.077 -2.211
H 1.105 -0.676 -2.269
H 1.425 -0.890 1.577
H 1.377 -2.299 0.387
```

Stability ranking, top and bottom: model x is the most stable and model w is the least stable.

Model w:
Molecular formula: C5H11NO2
Method: DFT, the ωB97M-V functional and the def2-TZVPD basis

The value obtained for the HOMO-LUMO gap (alpha / beta) is 0.4108 / 0.2374 Ha. The total charge is +1. Its multiplicity is 2.

XYZ file:
```
19
C5H11NO2 | OMol25 | the ωB97M-V functional and the def2-TZVPD basis
C 1.591 -0.103 1.433
N 0.249 0.323 1.155
C -0.402 -0.204 -0.037
C 0.127 0.353 -1.391
C -0.458 1.686 -1.615
O -0.431 2.572 -0.801
C -0.443 -1.758 -0.094
O -0.405 -2.497 1.098
H 1.790 -0.865 0.686
H 1.689 -0.546 2.434
H 2.322 0.710 1.544
H -0.086 1.276 1.309
H -1.445 0.097 0.061
H -0.228 -0.327 -2.169
H 1.216 0.354 -1.361
H -1.022 1.786 -2.547
H 0.372 -2.227 -0.667
H -1.364 -1.948 -0.670
H -0.670 -1.982 1.861
```

Model x:
Molecular formula: C5H11NO2
Method: DFT, the ωB97M-V functional and the def2-TZVPD basis

The value obtained for the HOMO-LUMO gap (alpha / beta) is 0.4290 / 0.2172 Ha. The total charge is +1. Its multiplicity is 2.

XYZ file:
```
19
C5H11NO2 | OMol25 | the ωB97M-V functional and the def2-TZVPD basis
C 0.281 -0.269 0.644
N -1.098 -0.699 0.397
C -1.382 -1.432 -0.772
O -0.740 -1.127 -1.877
O -2.334 -2.170 -0.802
C 0.345 1.248 0.200
C 1.348 2.007 1.011
C 2.859 1.819 0.967
H 0.941 -0.890 0.045
H 0.438 -0.288 1.721
H -1.689 -0.960 1.194
H 0.026 -0.551 -1.910
H 0.762 1.250 -0.827
H -0.640 1.703 0.268
H 1.064 1.944 2.097
H 1.150 3.089 1.069
H 3.319 2.429 1.751
H 3.223 2.295 0.053
H 3.242 0.810 1.098
```

Stability ranking, top and bottom: model x is the most stable and model w is the least stable.

Model w:
Molecular formula: C12H24O12
Method: DFT, the ωB97M-V functional and the def2-TZVPD basis

The value obtained for the HOMO-LUMO gap is 0.3948 Ha. The total charge is 0. As for the SMILES: COC(=O)OC.COC(=O)OC.COC(=O)OC.COC(=O)OC.

XYZ file:
```
48
C12H24O12 | OMol25 | the ωB97M-V functional and the def2-TZVPD basis
C 5.957 2.912 3.895
O 5.133 3.826 4.614
C 3.773 4.068 4.239
O 3.195 3.445 3.289
O 3.253 5.060 4.886
C 1.761 5.178 4.696
H 5.764 1.935 4.117
H 7.073 3.137 4.169
H 5.518 2.850 2.877
H 1.690 5.743 3.818
H 1.448 5.668 5.625
H 1.306 4.173 4.618
C 1.792 2.160 0.476
O 0.642 1.358 0.189
C 0.642 0.546 -0.786
O 1.512 0.502 -1.645
O -0.242 -0.421 -0.604
C -0.274 -1.552 -1.431
H 1.607 2.794 1.298
H 1.787 3.034 -0.169
H 2.840 1.819 0.613
H -1.284 -1.748 -1.551
H 0.240 -2.374 -0.909
H 0.029 -1.483 -2.507
C -2.680 1.901 0.290
O -3.066 0.698 -0.403
C -3.588 -0.261 0.275
O -3.848 -0.120 1.458
O -3.894 -1.340 -0.459
C -4.403 -2.549 0.104
H -2.324 2.403 -0.603
H -1.788 1.767 1.124
H -3.637 2.316 0.585
H -4.565 -3.454 -0.498
H -5.537 -2.273 0.438
H -3.869 -3.017 0.830
C 0.205 -5.511 -2.573
O -0.099 -4.183 -2.932
C -1.128 -3.940 -3.709
O -2.015 -4.925 -3.929
O -1.338 -2.746 -4.111
C -2.137 -2.505 -5.306
H 1.303 -5.540 -2.366
H 0.346 -6.351 -3.207
H -0.483 -5.858 -2.017
H -2.749 -1.543 -5.121
H -2.541 -3.470 -5.720
H -1.330 -2.130 -5.964
```

Model x:
Molecular formula: C12H24O12
Method: DFT, the ωB97M-V functional and the def2-TZVPD basis

The value obtained for the HOMO-LUMO gap is 0.4168 Ha. The total charge is 0. As for the SMILES: COC(=O)OC.COC(=O)OC.COC(=O)OC.COC(=O)OC.

XYZ file:
```
48
C12H24O12 | OMol25 | the ωB97M-V functional and the def2-TZVPD basis
C -4.683 -0.647 -4.115
O -5.136 -1.800 -3.406
C -4.763 -1.912 -2.128
O -3.985 -1.191 -1.559
O -5.372 -2.976 -1.623
C -5.172 -3.221 -0.231
H -3.908 -0.941 -4.821
H -4.280 0.101 -3.437
H -5.541 -0.232 -4.637
H -6.063 -3.701 0.161
H -5.101 -2.276 0.313
H -4.265 -3.803 -0.101
C 2.347 1.985 1.244
O 1.422 1.937 0.175
C 0.640 0.857 0.103
O 0.708 -0.110 0.812
O -0.204 1.032 -0.902
C -1.226 0.032 -1.088
H 2.032 2.650 2.050
H 3.304 2.380 0.906
H 2.522 1.014 1.703
H -2.000 0.203 -0.344
H -0.789 -0.961 -1.016
H -1.653 0.188 -2.072
C 6.115 4.656 2.211
O 5.341 5.347 3.187
C 4.322 4.655 3.683
O 4.086 3.498 3.460
O 3.588 5.476 4.430
C 2.465 4.904 5.066
H 6.716 5.360 1.656
H 5.455 4.076 1.561
H 6.719 3.889 2.705
H 2.225 5.486 5.952
H 2.653 3.877 5.378
H 1.602 4.909 4.398
C 1.593 -2.813 -1.001
O 0.346 -3.451 -1.241
C 0.372 -4.607 -1.927
O 1.352 -5.218 -2.233
O -0.865 -5.034 -2.193
C -1.956 -4.114 -2.090
H 1.687 -1.978 -1.695
H 2.458 -3.465 -1.073
H 1.560 -2.422 0.014
H -2.830 -4.643 -2.450
H -1.772 -3.238 -2.717
H -2.064 -3.755 -1.068
```

Stability ranking, top and bottom: model x is the most stable and model w is the least stable.